{
  "formula": "C5H8Cl2N2O",
  "method": "wB97M-V/def2-TZVPD",
  "elements": ["H", "O", "H", "N", "Cl", "C", "C", "N", "H", "H", "C", "C", "C", "H", "H", "Cl", "H", "H"],
  "coordinates": [[-0.95391, -0.52175, -2.79992], [-0.20040, 3.25364, 0.94731], [1.79810, -2.98729, 1.11294], [-0.26131, -1.27856, -0.84370], [-2.85663, -0.41809, -1.35236], [-0.17253, -0.01622, -0.76953], [-0.72297, 2.11939, 0.32513], [2.07339, -2.10594, 1.49720], [0.94861, 0.77297, 0.80968], [0.01109, -2.91886, -0.41601], [-1.13558, -0.49712, -1.73725], [0.39178, 1.11581, -0.06714], [2.34661, -1.06755, 1.93203], [1.08398, 1.63062, -0.74234], [0.13899, 3.01314, 1.81944], [0.19831, -4.18103, -0.10204], [-1.22955, 2.47485, -0.57646], [-1.45798, 1.61200, 0.96302]],
  "forces_ev_per_angstrom": [[-0.07, -0.04, -0.11], [0.34, 0.30, 0.40], [-0.15, -0.31, -0.12], [0.14, 0.83, 0.18], [-0.02, -0.06, -0.04], [-0.71, -1.23, -0.68], [-0.07, -0.52, -0.23], [0.14, 0.12, 0.10], [-0.01, 0.07, -0.08], [-0.10, 0.13, -0.07], [0.23, 0.28, 0.16], [0.20, 0.66, 0.45], [0.05, 0.22, 0.09], [0.00, -0.04, 0.06], [-0.06, 0.07, -0.17], [0.10, -0.38, 0.08], [-0.01, -0.15, 0.11], [0.00, 0.05, -0.12]],
  "nbo_charge": [0.208, -0.701, 0.453, -0.367, -0.049, 0.338, -0.039, -0.720, 0.253, 0.306, -0.141, -0.522, 0.248, 0.257, 0.471, -0.354, 0.188, 0.171],
  "spin_multiplicity": 1,
  "gap_ev": 11.10
}



{
  "formula": "C5H13N3",
  "method": "wB97M-V/def2-TZVPD",
  "elements": ["C", "C", "H", "H", "C", "C", "H", "H", "H", "H", "H", "H", "N", "H", "C", "H", "N", "N", "H", "H", "H"],
  "coordinates": [[2.07437, 1.11387, -0.58973], [2.47853, -0.09356, -0.20334], [-2.72253, -2.86360, 0.30268], [1.07812, -1.25038, -0.96823], [-1.91499, -2.19457, -0.00768], [-1.52435, 0.21979, 0.51603], [1.45426, 2.64824, 0.55366], [-2.76528, 1.80876, 0.27203], [2.74309, 3.02135, -0.36001], [-0.63390, -0.00899, 1.09374], [-1.33453, 2.18546, 1.06434], [3.26576, -0.12834, 0.54350], [-1.79533, 1.58136, 0.41038], [-3.32382, -0.45980, -0.23240], [-2.33429, -0.76204, 0.09996], [-1.63152, -2.45611, -1.02717], [2.06905, -1.31034, -0.77784], [2.32907, 2.28606, 0.19713], [1.36339, 1.17124, -1.41702], [-1.09830, -2.43740, 0.67656], [2.22321, -2.07100, -0.14658]],
  "forces_ev_per_angstrom": [[-0.86, -0.34, 0.05], [0.65, 0.42, 0.00], [-0.06, 0.00, -0.21], [-0.05, -0.24, -0.29], [-0.42, -0.23, 0.61], [-0.47, -0.32, 0.60], [0.01, 0.04, 0.03], [-0.07, 0.14, -0.06], [0.02, 0.09, -0.04], [0.35, -0.03, -0.52], [-0.03, 0.01, 0.21], [-0.20, -0.22, 0.22], [0.02, -0.11, -0.13], [0.03, -0.20, -0.36], [0.47, 0.63, 0.05], [0.04, -0.09, -0.02], [-0.17, 0.67, 0.07], [0.41, -0.13, -0.20], [0.00, 0.12, 0.02], [0.21, 0.19, -0.18], [0.13, -0.39, 0.16]],
  "nbo_charge": [-0.133, -0.012, 0.211, 0.372, -0.630, 0.001, 0.353, 0.373, 0.356, 0.187, 0.373, 0.190, -0.817, 0.186, -0.299, 0.208, -0.810, -0.844, 0.160, 0.206, 0.368],
  "spin_multiplicity": 1,
  "gap_ev": 9.07,
  "smiles": "C/C=C/N.N/C=C/N"
}



{
  "formula": "C5H8O",
  "method": "wB97M-V/def2-TZVPD",
  "elements": ["C", "H", "C", "H", "C", "C", "H", "C", "O", "H", "H", "H", "H", "H"],
  "coordinates": [[-2.22824, 0.61161, -0.10662], [-2.80966, -0.10520, -0.70436], [0.36927, 0.24568, -1.38231], [2.67960, -0.92985, 0.71728], [2.33775, 0.08441, 0.48376], [-0.33756, -0.76758, -0.14899], [0.25384, -1.37633, 0.54658], [1.25285, 0.09098, -0.50234], [-1.22168, -0.05337, 0.63129], [3.17415, 0.63923, 0.04913], [-1.79374, 1.35653, -0.78170], [-0.82267, -1.47111, -0.83466], [-2.87950, 1.09212, 0.62541], [2.02558, 0.58289, 1.40756]],
  "forces_ev_per_angstrom": [[-0.26, 0.15, -0.13], [0.07, 0.11, 0.10], [0.54, -0.07, 0.34], [-0.06, 0.17, -0.08], [0.03, 0.02, 0.01], [-0.18, -0.41, 0.14], [-0.03, 0.07, -0.11], [-0.24, 0.13, -0.36], [0.05, -0.01, 0.06], [-0.07, -0.06, 0.12], [-0.07, -0.09, 0.11], [0.07, 0.15, 0.07], [0.06, -0.06, -0.13], [0.08, -0.07, -0.15]],
  "lowdin_charge": [-0.106, 0.094, 0.052, 0.086, -0.068, -0.267, 0.126, -0.210, -0.173, 0.090, 0.073, 0.120, 0.089, 0.093],
  "spin_multiplicity": 1,
  "gap_ev": 10.60
}



{
  "formula": "C28H31BGe2N8PtS",
  "method": "wB97M-V/def2-TZVPD",
  "elements": ["N", "C", "B", "C", "C", "C", "N", "C", "H", "C", "H", "N", "H", "H", "H", "N", "C", "H", "H", "S", "Ge", "C", "C", "H", "C", "H", "C", "H", "H", "H", "C", "C", "N", "C", "C", "H", "H", "Ge", "H", "H", "C", "C", "N", "H", "C", "N", "H", "H", "N", "H", "H", "H", "H", "H", "C", "H", "H", "H", "C", "C", "C", "C", "H", "H", "H", "C", "H", "C", "Pt", "C", "C", "C"],
  "coordinates": [[2.01224, -2.73112, -1.50846], [0.01292, 5.95468, -0.01733], [1.33533, -3.18665, -0.17855], [-1.75985, 2.23757, -3.86335], [2.26178, -2.68124, 2.23581], [2.93246, -6.42566, 0.44551], [0.83791, -5.65410, 0.10470], [0.22892, 3.57988, 0.39457], [-3.67887, 3.44326, 1.15812], [-1.27894, -3.69623, -0.27020], [1.08192, -7.69727, 0.37709], [-0.62383, -1.61128, -0.49129], [-2.58258, -0.82333, 1.98638], [1.71460, 7.16530, 0.47412], [-3.71616, 2.14517, -4.73985], [1.67850, -0.96862, 1.00923], [2.95164, -2.64279, -3.50956], [-1.44170, 1.75776, 4.58111], [-3.87369, 3.24834, 2.90513], [3.46507, 1.83198, -1.02795], [-2.08413, 1.67473, 2.10988], [2.03669, 5.09771, 0.94670], [-0.51708, 4.67234, -0.05085], [-4.85332, 1.74806, -2.58263], [-1.95048, -1.62938, -0.58547], [0.05019, 2.30223, -2.73224], [1.29469, 6.16815, 0.46953], [-1.14470, -4.75326, -0.12560], [3.48346, -2.90553, -4.40648], [-3.72063, -0.00276, 3.05812], [2.98443, -5.06752, 0.28873], [-3.14284, 3.30941, 2.09704], [-0.20020, -2.89390, -0.29643], [-1.64993, 1.93583, -1.45630], [-1.02532, 2.16011, -2.68847], [3.02899, 5.26193, 1.34781], [-0.57578, 6.78846, -0.37747], [-0.57646, 1.80180, 0.19293], [-3.43197, -3.27435, -0.48518], [-1.26044, 2.42611, -4.80501], [2.70447, -3.44582, -2.41547], [2.10348, 1.18812, -0.99632], [1.71369, -4.61949, 0.08625], [-0.14975, 2.43268, 3.58500], [-3.13855, 2.08238, -3.82705], [1.84224, -2.30475, 1.01537], [3.82401, -4.39017, 0.30513], [2.09491, 2.99315, 1.29396], [1.78742, -1.49620, -1.99683], [1.92428, 0.55259, 2.42715], [2.43756, -3.71845, 2.46478], [2.69958, -1.51587, 4.05846], [2.28394, -0.51873, -3.77941], [-1.51772, 4.52321, -0.44141], [2.38605, -1.55861, 3.03065], [3.75236, -7.09938, 0.62246], [-3.94781, 0.09184, 1.31350], [-3.55390, 1.59542, -0.50742], [1.50213, 3.81698, 0.91049], [-0.88360, 1.62791, 3.65291], [-2.41373, -2.93072, -0.45217], [2.35109, -1.42376, -3.19698], [2.96141, -4.47567, -2.23621], [-2.49091, -0.71210, -0.75328], [-2.50634, 4.17665, 2.26830], [-3.77678, 1.85684, -2.61556], [-0.36552, 0.66905, 3.69944], [1.99414, -0.50223, 2.21372], [0.74951, -0.07155, -0.69290], [-3.03652, 1.77589, -1.44360], [-3.19672, 0.06881, 2.10312], [1.56272, -6.73381, 0.32008]],
  "forces_ev_per_angstrom": [[-0.12, -0.04, 0.01], [-0.04, 0.01, 0.06], [-0.18, 0.07, -0.04], [-0.02, -0.01, 0.01], [-0.01, -0.01, 0.05], [-0.03, -0.01, -0.01], [0.06, 0.02, -0.01], [0.43, -0.11, -0.26], [0.01, 0.01, 0.00], [0.02, -0.02, -0.02], [0.00, 0.01, 0.01], [-0.20, -0.04, 0.17], [-0.01, 0.00, -0.01], [-0.01, 0.00, 0.03], [0.00, 0.00, 0.00], [0.09, -0.01, 0.17], [0.00, 0.00, 0.01], [0.01, -0.01, 0.00], [0.00, 0.03, 0.00], [0.03, 0.31, -0.38], [0.38, -0.43, 0.04], [-0.02, 0.00, 0.06], [0.03, -0.03, -0.04], [0.00, -0.01, 0.00], [0.01, -0.04, -0.04], [-0.01, 0.04, 0.00], [0.00, 0.00, -0.03], [0.00, 0.00, -0.01], [-0.02, 0.00, 0.00], [-0.01, 0.00, -0.01], [0.02, -0.02, 0.02], [-0.06, 0.04, 0.02], [0.05, 0.00, -0.05], [0.14, -0.13, -0.14], [-0.01, 0.05, 0.02], [0.00, -0.01, 0.00], [0.00, 0.00, 0.00], [-1.00, 0.36, 0.12], [0.00, 0.00, 0.01], [0.01, -0.02, 0.00], [-0.02, 0.00, -0.05], [0.31, -0.13, 0.59], [-0.02, 0.00, 0.07], [0.02, -0.02, 0.01], [0.01, 0.03, -0.01], [0.02, 0.00, -0.03], [-0.01, 0.00, -0.01], [0.01, 0.01, 0.02], [0.02, -0.17, 0.17], [0.00, -0.01, 0.00], [-0.01, 0.00, -0.02], [0.01, 0.00, -0.01], [0.02, 0.01, 0.02], [0.02, 0.00, -0.06], [-0.04, -0.01, 0.01], [0.00, 0.01, 0.00], [0.02, -0.03, -0.02], [-0.01, 0.01, 0.00], [-0.06, 0.01, 0.12], [-0.08, 0.05, 0.11], [-0.02, -0.02, 0.01], [0.00, -0.02, -0.01], [-0.01, 0.01, 0.02], [0.02, 0.00, -0.01], [0.00, 0.01, -0.02], [-0.01, -0.01, 0.02], [0.00, 0.01, 0.00], [0.07, 0.04, -0.05], [0.27, 0.20, -0.78], [0.02, -0.01, 0.01], [-0.11, 0.03, 0.13], [0.00, -0.02, -0.01]],
  "lowdin_spin": [-0.001, 0.000, 0.001, 0.001, 0.000, 0.000, 0.000, 0.004, 0.000, 0.001, 0.000, 0.027, 0.000, 0.000, 0.001, 0.158, 0.000, 0.000, 0.000, 0.027, -0.001, 0.000, 0.001, 0.000, 0.008, 0.005, 0.000, 0.000, 0.000, 0.000, 0.000, -0.001, -0.001, 0.042, 0.030, 0.000, 0.000, 0.031, 0.000, 0.000, 0.001, 0.038, 0.000, 0.000, 0.011, 0.012, 0.000, 0.000, 0.008, 0.000, 0.001, 0.001, 0.001, 0.000, 0.003, 0.000, 0.000, 0.000, 0.001, 0.000, 0.001, 0.005, 0.000, 0.001, 0.000, 0.007, 0.000, 0.007, 0.559, 0.008, 0.000, 0.000],
  "spin_multiplicity": 2,
  "gap_ev": [7.24, 6.18],
  "total_charge": 1
}